A cluster of 12 separate species, C6H38NO12 in total in a non-equilibrium geometry. Source: OMol25; level of theory: ωB97M-V/def2-TZVPD.

Output
HOMO-LUMO gap (spin up / spin down) = 10.3855 / 3.7794 eV
M = 316.4 g mol⁻¹
Energy above the lowest of the compared OMol25 structures with the same formula, charge and spin = 0.0 kJ/mol
E_HOMO (spin up / spin down) = -16.12 / -16.09 eV
Calculated total energy = -1208.2535 hartree

```
! wB97M-V def2-TZVPD RIJCOSX def2/J DEFGRID3
* xyz 2 2
C -0.825 -2.827 1.288
O 0.197 -3.408 2.055
C -0.384 -1.284 1.474
C -1.211 -0.613 0.392
C -0.749 0.876 0.238
C -1.878 1.755 -0.125
C 0.470 0.954 -0.779
N 1.156 -1.259 1.376
H -0.516 -3.043 0.244
H -1.817 -3.041 1.529
H 0.022 -3.791 2.909
H -0.695 -0.965 2.480
H -2.164 -0.352 1.010
H -1.304 -1.137 -0.584
H -0.417 1.076 1.303
H -1.481 2.657 -0.576
H -2.689 1.372 -0.776
H -2.233 2.218 0.828
H 0.119 0.774 -1.808
H 0.923 1.948 -0.919
H 1.183 0.260 -0.405
H 1.494 -1.706 2.265
H 1.588 -1.782 0.620
H 1.547 -0.288 1.274
H -3.845 -1.655 -1.058
H -4.441 -0.903 0.119
O -4.505 -1.735 -0.379
H 4.012 2.394 1.136
H 3.353 1.115 0.484
O 3.163 1.922 1.083
H -0.667 4.625 -1.721
H 0.402 3.780 -2.256
O 0.300 4.684 -1.882
H -2.683 -0.099 4.027
H -2.455 1.314 3.684
O -2.228 0.466 3.319
H -1.602 0.568 -4.309
H -0.200 0.045 -3.882
O -0.841 0.879 -3.820
H 1.841 -0.615 -3.794
H 0.899 -0.894 -2.621
O 1.117 -1.233 -3.496
H 1.840 0.822 3.522
H 0.221 1.037 3.325
O 1.010 0.465 3.174
H -2.804 -2.123 -2.588
H -2.765 -0.535 -3.060
O -2.431 -1.261 -2.560
H 4.053 -0.329 -1.195
H 3.476 -1.143 -0.163
O 3.368 -0.209 -0.530
H 2.576 -3.505 -1.362
H 2.397 -2.072 -1.980
O 2.700 -2.601 -1.179
H 0.257 4.089 1.776
H 1.282 3.818 0.628
O 0.745 3.416 1.348
*
```

=====

A cluster of 15 separate species, C6H38O15 in total in a non-equilibrium geometry. Source: OMol25; level of theory: ωB97M-V/def2-TZVPD.

Output
HOMO-LUMO gap = 8.1249 eV
M = 350.4 g mol⁻¹
Energy above the lowest of the compared OMol25 structures with the same formula, charge and spin = 279.8 kJ/mol
E_HOMO = -8.15 eV
Calculated total energy = -1379.9165 hartree

```
! wB97M-V def2-TZVPD RIJCOSX def2/J DEFGRID3
* xyz 0 1
C 1.222 2.486 -2.638
C 0.705 1.099 -2.171
C -0.357 0.963 -1.363
C -0.818 -0.271 -0.813
C -1.083 -0.479 0.492
O -1.158 -1.804 0.919
C 1.691 0.018 -2.393
H 2.050 2.340 -3.374
H 0.391 2.892 -3.170
H 1.809 2.836 -1.756
H -0.785 1.946 -1.116
H -0.625 -1.059 -1.548
H -1.388 0.231 1.233
H -0.868 -2.370 0.174
H 1.450 -0.712 -3.193
H 2.010 -0.570 -1.527
H 2.572 0.452 -2.877
H 4.419 -0.585 0.498
H 3.963 -0.958 -0.860
O 4.531 -0.311 -0.432
H 1.152 -1.188 3.026
H 0.672 -1.893 1.774
O 1.306 -1.206 2.070
H -2.897 -2.326 0.103
H -3.186 -2.317 1.619
O -3.554 -2.560 0.766
H -3.383 2.258 0.753
H -4.007 1.825 -0.484
O -3.969 2.622 0.066
H -2.785 -3.620 -1.738
H -2.064 -2.713 -2.709
O -2.133 -2.905 -1.749
H 3.426 2.410 1.790
H 3.939 2.601 0.344
O 3.278 2.909 0.977
H 0.626 2.134 2.178
H 1.246 0.821 1.951
O 0.617 1.232 2.559
H 3.770 -2.814 0.702
H 3.024 -2.054 1.890
O 3.862 -2.163 1.401
H -2.003 -3.923 1.565
H -0.951 -3.352 2.612
O -1.143 -4.050 1.987
H -2.665 -0.626 -2.493
H -2.484 -0.070 -3.945
O -2.636 -0.866 -3.430
H 1.257 3.482 0.342
H 0.998 4.275 1.419
O 0.562 3.495 1.028
H -1.327 1.370 2.909
H -2.201 2.187 3.583
O -2.304 1.488 2.900
H 0.538 -4.729 -0.358
H 0.250 -3.984 0.910
O 0.926 -4.044 0.200
H -2.403 3.544 -0.428
H -1.414 4.424 0.359
O -1.670 4.183 -0.533
*
```

=====

A cluster of 13 separate species, C6H39NO13 in total in a non-equilibrium geometry. Source: OMol25; level of theory: ωB97M-V/def2-TZVPD.

Output
HOMO-LUMO gap = 8.5571 eV
M = 333.4 g mol⁻¹
Energy above the lowest of the compared OMol25 structures with the same formula, charge and spin = 577.3 kJ/mol
E_HOMO = -8.86 eV
Calculated total energy = -1284.7512 hartree

```
! wB97M-V def2-TZVPD RIJCOSX def2/J DEFGRID3
* xyz 0 1
C 1.036 -0.436 -1.605
N 0.559 0.325 -0.499
C 0.062 1.612 -0.913
C 0.160 2.805 0.147
C -1.034 3.114 1.088
O -1.384 2.035 1.925
C 0.983 -2.000 -1.379
C 0.812 -2.472 0.073
H 2.115 -0.128 -1.720
H 0.621 -0.272 -2.607
H -0.084 -0.028 0.200
H 0.546 2.011 -1.809
H -0.987 1.557 -1.255
H 0.550 3.704 -0.314
H 1.090 2.491 0.788
H -0.637 3.890 1.794
H -1.844 3.368 0.418
H -1.224 1.274 1.329
H 0.352 -2.547 -2.080
H 2.061 -2.198 -1.551
H 1.503 -3.276 0.301
H -0.161 -2.825 0.378
H 0.925 -1.665 0.842
H 0.012 1.059 4.031
H -1.532 1.336 4.468
O -0.864 0.703 4.233
H 1.941 3.010 -3.517
H 1.834 1.700 -3.287
O 1.492 2.298 -3.967
H 3.311 -1.098 -0.099
H 3.670 -0.052 1.042
O 3.818 -0.295 0.141
H -2.014 -4.035 0.541
H -2.591 -3.720 1.987
O -1.976 -3.401 1.274
H -3.800 -0.710 0.394
H -2.797 -1.931 0.731
O -3.456 -1.549 0.098
H 1.915 1.606 4.400
H 1.784 1.978 2.949
O 1.685 2.344 3.793
H 2.339 3.007 -1.165
H 3.233 2.173 -2.029
O 2.920 3.117 -1.931
H -3.724 -1.049 -2.153
H -3.172 -0.026 -1.227
O -3.170 -0.253 -2.150
H -2.353 -3.461 -1.110
H -1.937 -2.944 -2.562
O -2.115 -3.702 -2.001
H -1.512 -1.147 -3.166
H -0.860 -0.984 -4.683
O -0.863 -1.443 -3.856
H -0.938 -1.658 2.799
H -0.724 -0.360 3.111
O -0.524 -0.940 2.317
H 1.376 0.076 1.581
H 1.697 -0.323 3.087
O 1.874 0.337 2.376
*
```

=====

A cluster of 14 separate species, C6H39NO13 in total in a non-equilibrium geometry. Source: OMol25; level of theory: ωB97M-V/def2-TZVPD.

Output
HOMO-LUMO gap = 7.6193 eV
M = 333.4 g mol⁻¹
Energy above the lowest of the compared OMol25 structures with the same formula, charge and spin = 404.4 kJ/mol
E_HOMO = -7.65 eV
Calculated total energy = -1284.8170 hartree

```
! wB97M-V def2-TZVPD RIJCOSX def2/J DEFGRID3
* xyz 0 1
C -0.027 2.599 -1.265
C -0.178 1.018 -1.348
C 0.995 0.533 -0.616
C 2.069 -0.079 -1.158
N 2.298 0.077 -2.520
C 0.822 0.376 0.863
C 2.019 0.051 1.725
H 0.448 2.886 -2.201
H -0.975 3.144 -1.334
H 0.543 2.789 -0.341
H -1.112 0.657 -0.868
H -0.426 0.523 -2.290
H 2.705 -0.864 -0.821
H 1.935 0.936 -2.920
H 3.183 -0.240 -2.877
H 0.362 1.312 1.234
H 0.041 -0.444 0.886
H 2.846 0.736 1.604
H 2.473 -0.927 1.490
H 1.751 -0.142 2.803
H -0.266 1.456 3.358
H 0.337 1.355 4.763
O 0.537 1.660 3.871
H 3.331 2.279 -3.178
H 2.498 3.070 -2.313
O 2.620 2.930 -3.274
H -2.628 -0.599 3.879
H -2.802 -1.166 2.557
O -2.532 -1.456 3.440
H -0.172 -2.819 -0.442
H -0.188 -2.541 0.965
O -0.753 -2.330 0.187
H -0.016 3.918 1.327
H 1.115 3.332 2.290
O 0.921 3.733 1.432
H -1.997 -1.428 -1.405
H -3.377 -2.198 -1.370
O -2.949 -1.341 -1.470
H 1.350 -4.169 -0.649
H 1.077 -4.159 -2.141
O 0.644 -4.316 -1.290
H -4.530 1.798 -0.802
H -3.166 1.628 -0.327
O -4.019 1.948 0.005
H 0.128 -2.591 -3.598
H 1.053 -1.419 -3.359
O 1.065 -2.395 -3.429
H -2.367 -3.330 0.006
H -2.033 -4.280 -1.255
O -2.714 -3.939 -0.675
H 2.006 3.617 0.105
H 3.431 3.035 0.369
O 2.928 3.524 -0.287
H -3.010 1.990 1.922
H -2.256 0.818 1.429
O -2.167 1.535 2.072
H 0.795 -2.743 2.824
H -0.743 -2.857 3.156
O -0.018 -3.239 2.652
*
```